# 1
# C11H13NO

A single C11H13NO molecule in a non-equilibrium geometry (ωB97M-V with the def2-TZVPD basis set, the Open Molecules 2025 dataset).

```
26
C11H13NO (ωB97M-V with the def2-TZVPD basis set)
C 1.576 0.180 -0.991
C 1.266 -1.171 -0.234
C 1.774 -0.792 1.239
C 1.516 0.667 1.273
C 0.771 1.056 -0.045
C -0.494 0.382 -0.101
C -0.202 -1.016 -0.236
C -1.272 -1.918 -0.196
C -2.577 -1.416 -0.049
C -2.743 -0.032 0.013
C -1.757 0.866 0.009
H 3.454 1.373 -0.935
H 3.573 -0.195 -1.410
H 1.207 0.185 -1.995
H 1.914 -2.064 -0.557
H 2.791 -1.079 1.477
H 1.127 -1.453 1.928
H 0.860 0.906 2.160
H 2.545 1.175 1.424
H 0.777 2.109 -0.253
H -1.060 -2.926 -0.337
H -3.421 -2.114 -0.068
H -3.796 0.367 0.298
H -2.889 2.568 -0.493
N 3.037 0.384 -0.775
O -1.936 2.204 0.013
```

SMILES = N[C@@H]1[C@@H]2CC[C@H]1c1cccc(O)c12
F_max = 5.459 eV Å⁻¹
HOMO-LUMO gap = 9.069 eV
Molar mass = 175.23 g mol⁻¹
Charge = 0

Results of the Mulliken charge analysis, in e, for atoms 1 through 8:
1 C -0.436
2 C -0.091
3 C -0.623
4 C -0.668
5 C -0.442
6 C 0.409
7 C -0.277
8 C -0.801

***

# 2
# C11H13O2P

A single C11H13O2P molecule in a non-equilibrium geometry (ωB97M-V with the def2-TZVPD basis set, the Open Molecules 2025 dataset).

```
27
C11H13O2P (ωB97M-V with the def2-TZVPD basis set)
C 4.358 -1.114 0.029
C 3.320 -1.763 -0.625
C 4.122 0.184 0.491
C 2.037 -1.230 -0.701
C 2.850 0.698 0.461
C 1.743 0.007 -0.167
C -4.034 -1.030 0.043
C -2.490 0.513 1.046
C -1.013 -0.030 1.092
C -3.395 0.105 -0.102
C -3.306 1.115 -1.274
O -4.590 -2.041 0.233
O 0.128 2.274 -0.195
P 0.056 0.773 -0.246
H 5.309 -1.448 0.209
H 3.319 -2.755 -1.154
H 4.785 0.904 0.934
H 1.339 -1.777 -1.246
H 2.567 1.729 0.917
H -3.119 0.067 2.003
H -2.297 1.627 1.231
H -0.454 0.270 1.951
H -0.740 -1.144 0.982
H -0.373 0.151 -1.414
H -3.978 1.905 -0.928
H -3.799 0.632 -2.246
H -2.344 1.379 -1.323
```

SMILES = CC(=C=O)CC[P@@H](=O)c1ccccc1
F_max = 7.054 eV Å⁻¹
HOMO-LUMO gap = 9.357 eV
Molar mass = 208.20 g mol⁻¹
Charge = 0

Results of the Mulliken charge analysis, in e, for atoms 1 through 8:
1 C -0.568
2 C -0.403
3 C -0.412
4 C -0.325
5 C -0.287
6 C 0.179
7 C 0.372
8 C -0.918

***

# 3
# C11H14B2BrO12

2 unconnected molecules or ions with the total composition C11H14B2BrO12 in a non-equilibrium geometry (ωB97M-V with the def2-TZVPD basis set, the Open Molecules 2025 dataset).

```
40
C11H14B2BrO12 (ωB97M-V with the def2-TZVPD basis set)
C -1.155 1.671 2.299
C -0.770 0.215 1.627
C -0.950 0.273 -0.034
O -0.785 1.684 -0.409
C -1.471 2.023 -1.663
Br -3.505 2.005 -1.491
O -1.172 1.145 -2.803
C 0.263 1.071 -3.104
O 0.809 -0.170 -3.161
B -1.107 3.630 -1.981
O -2.199 4.466 -2.582
C 0.344 4.337 -1.666
C 0.620 4.559 -0.032
H -1.454 1.487 3.417
H -0.209 2.355 2.218
H -2.100 2.190 1.791
H 0.401 0.073 1.798
H -1.395 -0.684 2.092
H -1.948 -0.226 -0.383
H -0.075 -0.411 -0.471
H 0.980 1.959 -3.358
H -2.548 4.017 -3.416
H 1.263 3.816 -2.188
H 0.274 5.445 -2.104
H -0.406 4.841 0.506
H 1.411 5.420 0.090
H 0.969 3.528 0.433
B 1.223 -4.670 1.121
O 2.645 -4.654 0.760
C 3.099 -3.422 1.027
O 4.251 -3.063 0.843
C 2.033 -2.610 1.554
O 2.121 -1.442 1.895
O 0.904 -3.329 1.620
O 0.392 -5.010 -0.038
C -0.290 -6.118 0.284
O -1.080 -6.676 -0.460
C 0.054 -6.533 1.619
O -0.392 -7.505 2.207
O 0.954 -5.688 2.142
```

F_max = 9.334 eV Å⁻¹
HOMO-LUMO gap = 8.970 eV
Molar mass = 439.75 g mol⁻¹
Charge = -1

Results of the Mulliken charge analysis, in e, for atoms 1 through 8:
1 C -0.735
2 C -0.202
3 C -0.495
4 O 0.251
5 C -0.195
6 Br -0.172
7 O -0.245
8 C 0.235

***

# 4
# C11H14BEuF3N6O3S

A molecular structure, C11H14BEuF3N6O3S in a non-equilibrium geometry (ωB97M-V with the def2-TZVPD basis set, the Open Molecules 2025 dataset).

```
40
C11H14BEuF3N6O3S (ωB97M-V with the def2-TZVPD basis set)
H 0.699 3.302 0.793
N 0.272 1.735 -0.573
B -0.100 0.295 -2.645
N 0.271 1.657 -1.963
C 0.628 2.854 -2.462
Eu -0.091 0.026 1.176
H 0.699 3.002 -3.526
C 0.866 3.734 -1.410
H 1.174 4.760 -1.456
C 0.628 2.994 -0.242
H -0.058 0.427 -3.833
C -0.932 -2.099 1.820
H -0.879 -1.833 2.892
H -0.136 -2.764 1.456
H -1.931 -2.241 1.395
N -1.561 -0.094 -2.228
N 0.896 -0.828 -2.203
N -1.858 -0.264 -0.886
N 1.014 -1.118 -0.847
C -2.675 -0.290 -2.958
C 1.752 -1.601 -2.897
H -2.652 -0.190 -4.030
H 1.834 -1.515 -3.968
C -3.720 -0.611 -2.099
C 2.432 -2.429 -2.011
C -3.161 -0.592 -0.810
C 1.928 -2.104 -0.742
H -4.739 -0.828 -2.349
H 3.188 -3.162 -2.225
H -3.640 -0.798 0.136
H 2.190 -2.529 0.215
H -1.678 1.109 1.713
F 0.640 -0.161 6.332
C 1.485 -0.173 5.287
F 2.660 0.359 5.662
F 1.688 -1.452 4.916
S 0.808 0.778 3.858
O -0.603 0.341 3.859
O 1.035 2.180 4.093
O 1.629 0.125 2.765
```

F_max = 3.066 eV Å⁻¹
Multiplicity = 8
HOMO-LUMO gap (alpha / beta) = 7.271 / 5.804 eV
Molar mass = 530.11 g mol⁻¹
Charge = 0

Results of the Mulliken charge analysis, in e, for atoms 1 through 8:
1 H 0.471
2 N 0.093
3 B 0.017
4 N -0.171
5 C -0.119
6 Eu 0.875
7 H 0.451
8 C -1.124